1.
Here is C4H10O in the gas phase from the OMol25 dataset. Energies are from ωB97M-V with the def2-TZVPD basis set.

```
15
C4H10O | the OMol25 dataset | ωB97M-V with the def2-TZVPD basis set
H -1.99 -0.43 -2.27
H 2.10 0.08 0.27
H -2.24 0.15 -0.61
H 1.45 1.43 1.24
H 0.48 -0.04 -2.03
C 0.68 -0.53 1.80
H -1.67 1.27 -1.86
H -0.39 -0.69 1.66
O 0.21 0.88 -0.18
C 1.19 0.48 0.75
C -1.61 0.23 -1.49
H 0.83 -0.14 2.82
C -0.16 -0.09 -1.14
H 1.19 -1.50 1.75
H -0.07 -1.10 -0.71
```

Output
* charge: 0
* SMILES string: CCOCC
* multiplicity: 1
* energy relative to the best compared isomer or geometry (same formula, charge and spin): 0.7663 eV
* energy: -233.61679 Eh

Mulliken population analysis, charges in e, atoms 1 to 2:
1. H 0.371
2. H 0.272

---

2.
Here is 2 unconnected molecules or ions with the total composition C4H10O from the OMol25 dataset. Energies are from ωB97M-V with the def2-TZVPD basis set.

```
15
C4H10O | the OMol25 dataset | ωB97M-V with the def2-TZVPD basis set
H 0.83 -2.09 -1.58
H 0.29 2.38 -1.44
C -0.32 0.27 0.91
C -0.28 0.58 -0.39
H -0.87 -1.37 2.19
H 1.24 0.94 -1.86
O 1.59 -1.74 -1.09
H -1.93 -1.16 0.78
H 1.53 1.76 -0.32
H 0.42 0.71 1.58
H 1.18 -1.21 -0.40
H -2.05 -0.06 2.16
C 0.75 1.47 -1.03
H -1.03 0.16 -1.05
C -1.35 -0.63 1.54
```

Output
* charge: 0
* SMILES string: C/C=C/C.O
* multiplicity: 1
* energy relative to the best compared isomer or geometry (same formula, charge and spin): 0.6545 eV
* energy: -233.62090 Eh

Mulliken population analysis, charges in e, atoms 1 to 2:
1. H 0.322
2. H 0.348

---

3.
Here is C4H10O in the gas phase at a distorted geometry from the OMol25 dataset. Energies are from ωB97M-V with the def2-TZVPD basis set.

```
15
C4H10O | the OMol25 dataset | ωB97M-V with the def2-TZVPD basis set
H 1.86 0.55 2.64
H -0.33 -0.30 1.89
H -0.52 1.13 0.18
C 0.16 0.34 -0.14
C -1.40 -0.01 -2.05
H -2.01 0.86 -1.83
H 1.16 -1.15 1.03
O 1.50 0.70 1.76
H -0.22 -1.54 -1.17
C 0.59 -0.27 1.29
H -0.63 0.18 -2.79
C -0.78 -0.68 -0.81
H -2.14 -0.64 -2.56
H -1.45 -1.12 -0.06
H 1.06 0.64 -0.63
```

Output
* charge: 0
* SMILES string: CCCCO
* multiplicity: 1
* energy relative to the best compared isomer or geometry (same formula, charge and spin): 0.9581 eV
* energy: -233.60974 Eh

Mulliken population analysis, charges in e, atoms 1 to 2:
1. H 0.282
2. H 0.330

---

4.
Here is C4H10O in the gas phase from the OMol25 dataset. Energies are from ωB97M-V with the def2-TZVPD basis set.

```
15
C4H10O | the OMol25 dataset | ωB97M-V with the def2-TZVPD basis set
C 1.19 0.67 1.33
H -1.03 1.22 -0.15
C -1.20 -0.41 -1.56
H -1.81 0.15 -2.27
C 0.44 -0.25 0.37
H 0.31 1.12 -1.29
H 0.57 1.52 1.63
H 1.17 -0.88 -0.16
H 0.04 -1.67 1.63
H 2.11 1.06 0.88
C -0.37 0.52 -0.68
H -1.87 -1.02 -0.94
O -0.47 -1.06 1.08
H -0.56 -1.10 -2.13
H 1.47 0.13 2.24
```

Output
* charge: 0
* SMILES string: CC[C@@H](C)O
* multiplicity: 1
* energy relative to the best compared isomer or geometry (same formula, charge and spin): 0.1714 eV
* energy: -233.63865 Eh

Mulliken population analysis, charges in e, atoms 1 to 2:
1. C -1.231
2. H 0.339

---

5.
Here is 2 unconnected molecules or ions with the total composition C4H10O at a distorted geometry from the OMol25 dataset. Energies are from ωB97M-V with the def2-TZVPD basis set.

```
15
C4H10O | the OMol25 dataset | ωB97M-V with the def2-TZVPD basis set
C 1.64 0.14 -1.64
H 0.35 -0.34 2.56
H -0.90 1.22 0.75
H -0.18 -1.36 1.30
C 0.51 0.76 -2.01
O 1.91 -1.19 -1.73
C -0.57 -0.68 2.05
H -2.13 0.05 0.61
H -0.21 0.12 -2.54
H 0.56 1.88 -2.21
C -1.49 0.51 1.33
H 1.45 -1.71 -2.50
H -2.05 0.99 2.17
H 2.36 0.59 -0.97
H -1.24 -0.97 2.85
```

Output
* charge: 0
* SMILES string: C=CO.CC
* multiplicity: 1
* energy relative to the best compared isomer or geometry (same formula, charge and spin): 2.1327 eV
* energy: -233.56657 Eh

Mulliken population analysis, charges in e, atoms 1 to 2:
1. C 0.177
2. H 0.247

---

6.
Here is 2 unconnected molecules or ions with the total composition C4H10O at a distorted geometry from the OMol25 dataset. Energies are from ωB97M-V with the def2-TZVPD basis set.

```
15
C4H10O | the OMol25 dataset | ωB97M-V with the def2-TZVPD basis set
H -4.81 1.03 -2.91
H 0.04 -0.70 -0.85
H -4.38 1.59 -1.53
C -1.20 2.16 -0.47
H 0.78 1.87 -0.96
C 0.00 0.00 0.00
H -2.11 1.74 -0.02
H -1.17 4.41 -0.12
H 0.95 -0.08 0.56
H -0.23 3.73 -1.49
C -0.12 1.41 -0.53
O -4.08 1.00 -2.25
C -1.17 3.64 -0.91
H -0.83 -0.29 0.66
H -2.02 3.82 -1.59
```

Output
* charge: 0
* SMILES string: C/C=C/C.O
* multiplicity: 1
* energy relative to the best compared isomer or geometry (same formula, charge and spin): 0.9577 eV
* energy: -233.60975 Eh

Mulliken population analysis, charges in e, atoms 1 to 2:
1. H 0.313
2. H 0.266

---

These records have LUMO values of 1.19, 1.04, 1.04, 1.01, 0.85, 0.85 eV, in the order they appear.